Formula: C5H13BN2
Source: the Open Molecules 2025 dataset
Level of theory: the ωB97M-V functional and the def2-TZVPD basis

Properties
- Highest occupied orbital energy: -8.392 eV
- ΔE to the lowest compared entry with this formula, charge and spin: 61.96 kcal per mole
- 2S+1: 1
- Largest force on an atom: 4.50 eV/A

Each line ends with the natural charge from an NBO analysis.
Geometry (Å):
N -0.573 1.323 -0.179  -0.956
H -2.682 0.688 0.342  0.198
H -0.978 2.243 -0.503  0.415
C -1.504 -0.574 1.374  -0.613
H 1.936 -0.877 -1.480  0.185
H 1.182 3.239 0.192  -0.219
H -1.810 -0.053 -1.933  0.214
H -2.379 -1.488 -1.253  0.215
H 3.213 -0.422 1.112  0.194
H -0.545 -1.028 1.481  0.206
H 1.179 -1.690 -0.027  0.195
B 0.789 1.437 0.126  0.903
H -0.650 -1.042 -1.162  0.204
C -1.687 -0.686 -1.086  -0.630
H -2.258 -1.220 1.314  0.208
H -1.856 -0.032 2.229  0.211
N 1.720 0.419 0.114  -0.720
H 3.719 0.456 -0.481  0.202
C 1.887 -0.860 -0.462  -0.221
C -1.692 0.231 0.112  -0.003
C 2.988 -0.063 0.169  -0.190

Formula: C7H11N
Source: the Open Molecules 2025 dataset
Level of theory: the ωB97M-V functional and the def2-TZVPD basis

Properties
- Highest occupied orbital energy (spin up / spin down): -7.775 / -7.518 eV
- ΔE to the lowest compared entry with this formula, charge and spin: 153.66 kcal per mole
- 2S+1: 1
- Largest force on an atom: 7.05 eV/A

Each line ends with the natural charge from an NBO analysis.
Geometry (Å):
C -0.886 -0.004 1.798  -0.746
C -1.973 -1.523 -0.892  -0.602
H 0.032 0.395 2.396  0.237
C -0.502 0.065 0.435  0.177
H 2.254 1.162 1.674  0.231
C 1.157 0.253 -1.506  -0.098
H -1.113 -0.997 2.080  0.231
H -1.269 -2.382 -1.159  0.232
H -2.921 -1.397 -1.523  0.226
C 1.454 0.503 -0.194  0.054
H 1.712 0.503 -2.374  0.205
C 2.490 1.255 0.597  -0.699
H -1.677 0.442 -1.281  0.268
H -2.393 -1.590 0.159  0.206
H 3.558 0.826 0.406  0.230
N 0.058 -0.259 -1.942  -0.378
C -0.957 -0.379 -0.904  -0.243
H 2.593 2.295 0.176  0.234
H -1.617 0.832 2.055  0.237

Formula: C4H10O4
Source: the Open Molecules 2025 dataset
Level of theory: the ωB97M-V functional and the def2-TZVPD basis

Properties
- SMILES: O=CCCC=O.O.O
- Highest occupied orbital energy: -10.067 eV
- ΔE to the lowest compared entry with this formula, charge and spin: 64.66 kcal per mole
- 2S+1: 1
- Largest force on an atom: 5.96 eV/A

Each line ends with the natural charge from an NBO analysis.
Geometry (Å):
H -0.281 -0.554 1.516  0.245
H 1.179 2.218 -0.703  0.136
H 0.214 1.950 2.681  0.496
O -0.843 -2.383 -1.064  -0.572
C 1.139 1.445 -0.018  0.454
O -0.862 -0.073 -2.963  -0.955
C 0.809 -0.103 -0.391  -0.515
H 1.860 -0.565 -0.201  0.226
H -1.209 -0.192 0.115  0.226
C -0.342 -2.197 0.101  0.448
H 0.128 -2.957 0.790  0.153
O -0.716 1.711 2.926  -0.957
H -1.219 1.799 2.064  0.460
C -0.234 -0.634 0.508  -0.502
O 1.410 1.792 1.160  -0.575
H 0.607 -0.118 -1.499  0.270
H -0.623 -0.072 -3.835  0.468
H -0.794 -0.957 -2.593  0.495

Question: The highest largest force on an atom belongs to which entry?
Answer: C7H11N